1.
This record from OMol25 describes C5H6O as an isolated structure. The level of theory is ωB97M-V/def2-TZVPD.

For the HOMO energy (alpha / beta), the calculation gives -8.007 / -8.006 eV. The spin multiplicity is 1. The value obtained for the orbital gap (alpha / beta) is 8.138 / 8.138 eV.

CARTESIAN COORDINATES (ANGSTROEM)
O (1.92715, -1.60513, -1.12006)
C (0.92241, -1.03257, -0.99390)
C (0.14158, 1.09748, -1.00233)
C (0.27016, 0.72964, 0.33112)
C (-1.20237, -0.48795, 0.83382)
C (0.16217, -0.71670, 0.58169)
H (0.47595, 2.08304, -1.31860)
H (-0.62331, 0.65653, -1.63262)
H (0.72418, 1.36038, 1.08676)
H (-1.86855, -0.13074, 0.06090)
H (-1.65755, -0.77525, 1.78112)
H (0.72817, -1.17874, 1.39210)

Forces on the atoms, in the same order (eV/Å):
-0.8 0.5 0.1
0.8 -0.7 -0.3
-0.1 0.1 0.1
0.2 0.2 -0.2
-0.1 -0.1 0.0
-0.2 0.1 0.3
0.0 -0.1 0.0
0.2 0.0 0.1
0.0 -0.1 -0.1
0.1 0.0 0.1
0.1 0.0 -0.2
0.0 0.1 -0.1

Atom-resolved charges from Mulliken, all expressed in e: O -0.33; C 0.16; C -0.95; C -0.05; C -0.77; C 0.12; H 0.30; H 0.29; H 0.35; H 0.25; H 0.27; H 0.35

2.
This record from OMol25 describes one molecule with the formula C5H14Si3. The level of theory is ωB97M-V/def2-TZVPD.

As for the SMILES: C#C[Si@H]([SiH3])[Si](C)(C)C. For the HOMO energy, the calculation gives -9.310 eV. The spin multiplicity is 1. The value obtained for the orbital gap is 9.859 eV.

CARTESIAN COORDINATES (ANGSTROEM)
C (2.69472, -2.53339, 0.30557)
C (1.98847, -1.65624, -0.06088)
C (-1.57141, 1.60028, -0.37359)
C (-1.43236, -0.46932, 1.86836)
C (-1.90886, -1.28996, -1.14289)
Si (2.63720, 1.70477, 0.13653)
Si (1.23410, -0.02318, -0.66468)
Si (-0.93554, -0.15237, 0.04476)
H (3.14294, -3.45521, 0.56687)
H (-1.30711, 2.22393, 0.34732)
H (-1.01037, 1.95393, -1.33150)
H (-2.58086, 1.70227, -0.51780)
H (-0.83215, -1.38363, 2.22585)
H (-1.01456, 0.29463, 2.47346)
H (-2.45347, -0.50437, 1.89305)
H (-3.00775, -1.05801, -1.19192)
H (-1.66308, -1.09854, -2.13400)
H (-1.82502, -2.39218, -0.76989)
H (2.17768, 2.38920, 1.22736)
H (2.60698, 2.64712, -1.01074)
H (4.14253, 1.22815, 0.45923)
H (0.91791, 0.27212, -2.35048)

Forces on the atoms, in the same order (eV/Å):
0.8 -2.1 0.6
-1.2 3.1 -1.8
2.7 -2.5 -4.1
4.6 -1.7 -1.2
-1.3 -1.5 2.8
2.2 -1.7 -2.1
0.1 -0.6 -1.1
-2.1 0.9 -0.1
0.4 -0.1 0.2
1.3 3.0 3.3
-1.1 -0.5 1.4
-2.6 0.0 -0.5
-1.5 0.8 -0.4
0.0 1.1 0.6
-2.6 -0.5 0.5
0.8 -0.1 0.8
1.2 -0.3 -1.9
0.0 1.8 -1.2
-1.0 1.1 2.1
0.2 0.1 0.1
-1.7 0.5 -0.5
0.8 -0.8 2.4

Atom-resolved charges from Mulliken, all expressed in e: C 0.66; C -1.25; C -1.26; C -1.10; C -1.10; Si 0.40; Si 0.13; Si 0.39; H 0.46; H 0.42; H 0.25; H 0.44; H 0.28; H 0.36; H 0.36; H 0.34; H 0.40; H 0.23; H -0.17; H -0.13; H -0.07; H -0.06

3.
This record from OMol25 describes C27H46AuBN7O as an isolated structure. The level of theory is ωB97M-V/def2-TZVPD.

As for the charge: +1. For the HOMO energy, the calculation gives -10.955 eV. The spin multiplicity is 1. The value obtained for the orbital gap is 7.657 eV.

CARTESIAN COORDINATES (ANGSTROEM)
Au (0.10669, 0.05017, -1.00171)
C (1.31200, 1.05364, 4.20941)
C (1.66245, 0.55999, 2.84723)
C (2.86738, 0.06566, 2.38593)
C (2.65613, -0.29266, 1.05174)
N (1.39241, -0.00134, 0.72996)
N (0.78350, 0.51998, 1.83281)
B (-0.69411, 0.97301, 1.84423)
N (-1.65166, -0.21358, 1.69240)
N (-1.24842, -1.35065, 1.04308)
C (-2.13048, -2.29070, 1.34569)
C (-3.13323, -1.76558, 2.18720)
C (-2.78359, -0.45758, 2.40131)
C (-3.47453, 0.55943, 3.24468)
C (-2.02093, -3.72584, 0.88003)
C (-2.47465, -4.65491, 2.01395)
C (-2.93242, -3.93408, -0.33682)
C (-0.57963, -4.08634, 0.52784)
N (-0.83757, 2.05791, 0.69493)
N (-0.13951, 1.96789, -0.47350)
C (-0.26079, 3.12859, -1.14908)
C (-1.04105, 3.97721, -0.37718)
C (-1.37072, 3.28091, 0.77768)
C (-2.14084, 3.78497, 1.94823)
C (0.48241, 3.52305, -2.41065)
C (1.32704, 4.76163, -2.05999)
C (1.44258, 2.45122, -2.91603)
C (-0.51545, 3.91061, -3.50807)
C (3.64315, -0.93230, 0.09986)
C (3.19339, -2.35882, -0.23352)
C (3.75862, -0.10847, -1.18595)
C (5.01526, -1.00169, 0.77097)
H (2.17993, 0.97028, 4.85964)
H (0.50009, 0.46940, 4.64271)
H (0.99840, 2.09726, 4.18651)
H (3.77173, -0.04141, 2.95775)
H (-0.93965, 1.55668, 2.85496)
H (-3.98319, -2.27300, 2.61010)
H (-4.35120, 0.10951, 3.70584)
H (-3.81343, 1.41165, 2.65465)
H (-2.82720, 0.93538, 4.03807)
H (-3.50540, -4.46067, 2.31002)
H (-1.83855, -4.53287, 2.89158)
H (-2.41285, -5.69502, 1.68803)
H (-3.98370, -3.83444, -0.06227)
H (-2.78656, -4.93122, -0.75802)
H (-2.72045, -3.19314, -1.11285)
H (0.06635, -3.98211, 1.40132)
H (-0.17983, -3.44973, -0.25431)
H (-0.53604, -5.12638, 0.19515)
H (-1.28927, 5.00241, -0.59125)
H (-2.45572, 4.80802, 1.75624)
H (-1.53685, 3.76930, 2.85479)
H (-3.02794, 3.18049, 2.12995)
H (2.04882, 4.53161, -1.27515)
H (0.70333, 5.58775, -1.72090)
H (1.87344, 5.09229, -2.94461)
H (2.18480, 2.20260, -2.15744)
H (1.97003, 2.83052, -3.79219)
H (0.93748, 1.53447, -3.21614)
H (-1.12876, 4.75701, -3.19739)
H (-1.18974, 3.09409, -3.77287)
H (0.02760, 4.20193, -4.40820)
H (2.21561, -2.37387, -0.70329)
H (3.13521, -2.96898, 0.66940)
H (3.91001, -2.82235, -0.91508)
H (2.79977, -0.05096, -1.70557)
H (4.47624, -0.57364, -1.86399)
H (4.09465, 0.90883, -0.97613)
H (4.97875, -1.59506, 1.68530)
H (5.38884, -0.00671, 1.01861)
H (5.73128, -1.47098, 0.09525)
N (-0.35098, -3.12923, -3.57901)
C (-0.35935, -1.96412, -2.96076)
O (0.22850, -1.84290, -1.85409)
C (-1.02782, -0.75633, -3.52993)
C (-1.42040, 0.12799, -2.35035)
H (0.12643, -3.91115, -3.15558)
H (-0.84476, -3.26691, -4.44392)
H (-1.87358, -0.99515, -4.17781)
H (-0.27760, -0.25855, -4.15178)
H (-2.27237, -0.27404, -1.80085)
H (-1.62751, 1.15008, -2.65083)

Forces on the atoms, in the same order (eV/Å):
-0.2 0.0 0.2
0.0 0.0 0.0
0.0 0.0 0.0
0.0 -0.1 0.0
0.0 0.1 0.0
0.1 -0.1 -0.2
0.0 0.0 -0.1
-0.1 0.1 -0.1
0.2 -0.2 0.0
0.0 0.1 -0.1
-0.1 0.0 0.1
0.0 -0.1 0.0
0.0 0.1 -0.1
0.0 0.0 0.0
0.0 0.0 0.0
0.0 0.0 -0.1
0.0 0.0 0.0
0.0 0.0 0.0
0.0 0.1 0.2
-0.3 -0.2 0.0
0.2 0.0 0.0
0.0 0.0 0.0
0.0 0.1 -0.1
0.0 0.0 0.0
0.0 0.0 0.0
0.0 0.0 0.0
0.0 0.0 0.0
0.0 0.0 0.0
0.0 0.0 0.0
0.0 -0.1 0.1
0.0 0.0 0.0
0.0 0.1 0.0
0.0 0.0 0.0
0.0 0.0 0.0
0.0 0.0 0.0
0.0 0.0 0.0
0.1 0.0 0.0
0.0 0.0 0.0
0.0 0.0 0.0
0.0 -0.1 0.0
0.0 0.0 0.0
0.0 0.0 0.0
0.0 0.0 0.0
0.0 0.0 0.0
0.0 0.0 0.0
0.0 0.0 0.0
0.0 0.0 0.0
0.0 0.0 0.0
0.0 0.1 -0.1
0.0 0.0 0.0
0.0 0.0 0.0
0.0 0.0 0.0
0.0 0.0 0.0
0.0 0.1 0.0
0.0 0.0 0.0
0.0 0.0 0.0
0.0 0.0 0.0
0.0 0.0 0.0
0.0 0.0 0.0
-0.1 -0.1 0.0
0.0 0.0 0.0
0.0 -0.1 0.0
0.0 0.0 0.0
-0.1 0.0 -0.1
0.0 0.0 0.0
0.0 0.0 0.0
0.0 0.0 -0.1
0.0 0.0 0.0
0.0 0.0 0.0
0.0 0.0 0.0
0.0 0.0 0.0
0.0 0.0 0.0
0.0 0.0 0.0
-0.1 0.1 0.1
0.3 0.0 0.1
0.0 0.0 0.0
0.2 0.2 -0.2
0.0 0.0 0.0
0.0 0.0 0.0
0.0 -0.1 0.0
0.0 0.0 0.0
0.0 0.0 0.1
0.0 0.0 0.0

Atom-resolved charges from Mulliken, all expressed in e: Au 1.76; C -1.59; C 0.59; C -0.81; C -1.23; N -0.03; N 0.70; B -0.68; N 1.00; N -0.05; C -0.35; C -1.17; C 0.39; C -1.31; C 2.52; C -1.92; C -1.56; C -1.57; N 0.66; N -0.13; C -0.26; C -1.11; C 0.34; C -1.30; C 2.62; C -1.78; C -1.56; C -1.68; C 2.63; C -1.27; C -1.34; C -2.37; H 0.39; H 0.30; H 0.28; H 0.64; H -0.21; H 0.45; H 0.39; H 0.13; H 0.30; H 0.34; H 0.40; H 0.44; H 0.39; H 0.43; H 0.13; H 0.41; H -0.02; H 0.52; H 0.56; H 0.41; H 0.27; H 0.08; H 0.40; H 0.36; H 0.49; H 0.23; H 0.64; H -0.13; H 0.34; H 0.31; H 0.45; H -0.04; H 0.39; H 0.45; H -0.05; H 0.50; H 0.37; H 0.43; H 0.45; H 0.43; N -0.40; C 0.51; O -0.71; C -0.66; C -1.22; H 0.25; H 0.22; H 0.56; H 0.30; H 0.76; H 0.21

Relative energy (zero: lowest compared OMol25 entry of this formula, charge and spin), record by record: 108.9, 21.1, 0.0 kcal/mol